(1)
Density functional theory data (ωB97M-V/def2-TZVPD) for a molecular structure, C34H29BrKN7O9 at a distorted geometry.

Values from the calculation:
Total charge: -2
HOMO-LUMO gap (eV): 6.493
ΔE to the lowest compared entry with this formula, charge and spin (kJ/mol): 78.5
HOMO level (eV): -2.62
LUMO level (eV): 3.869

Structure (XYZ):
```
81
Properties=species:S:1:pos:R:3:lowdin_charge:R:1
K -0.283 0.455 -0.532 0.792
C 2.064 -3.603 -3.065 -0.059
C 1.127 -2.849 -2.161 -0.294
N 1.470 -1.838 -1.449 0.044
N 2.790 -1.491 -1.478 0.026
C 2.992 -0.249 -1.046 -0.505
O 2.161 0.642 -0.781 -0.185
C 4.457 0.111 -0.907 -0.139
C 4.791 1.247 -0.175 -0.046
C 6.116 1.628 -0.023 -0.099
C 7.127 0.885 -0.619 -0.124
C 6.801 -0.245 -1.358 -0.109
C 5.475 -0.633 -1.495 -0.042
C -0.297 -3.264 -2.110 -0.224
C -0.846 -4.063 -3.114 -0.040
C -2.188 -4.404 -3.054 -0.085
C -2.953 -3.954 -1.993 -0.056
C -2.325 -3.181 -1.024 -0.111
N -1.040 -2.843 -1.078 0.109
H 3.085 -3.327 -2.814 0.047
H 1.888 -3.350 -4.115 0.075
H 1.934 -4.682 -2.958 0.071
H 3.985 1.822 0.263 0.098
H 6.359 2.511 0.556 0.091
H 8.163 1.186 -0.511 0.085
H 7.584 -0.827 -1.830 0.087
H 5.205 -1.515 -2.059 0.095
H -0.232 -4.397 -3.940 0.092
H -2.629 -5.012 -3.836 0.095
H -4.006 -4.179 -1.898 0.099
H -2.878 -2.797 -0.180 0.079
O -0.471 -3.039 1.850 -0.087
C -1.066 -1.955 2.538 -0.276
C -0.432 -1.904 3.917 -0.172
C 1.094 -1.746 3.860 -0.143
C 1.576 -0.337 3.669 -0.271
C 2.419 0.264 4.604 -0.040
C 2.872 1.553 4.384 -0.088
C 2.462 2.219 3.243 -0.065
C 1.609 1.553 2.376 -0.114
N 1.178 0.312 2.571 0.149
H -0.470 -2.840 0.894 0.046
H -2.151 -2.090 2.624 0.117
H -0.900 -1.012 2.012 0.089
H -0.655 -2.850 4.419 0.105
H -0.889 -1.103 4.506 0.116
H 1.449 -2.351 3.022 0.119
H 1.547 -2.145 4.771 0.101
H 2.717 -0.286 5.488 0.098
H 3.535 2.030 5.097 0.095
H 2.785 3.227 3.019 0.093
H 1.257 2.035 1.475 0.081
O -2.323 2.928 1.269 -0.031
C -2.615 2.300 0.231 -0.683
O -1.874 2.114 -0.767 -0.200
C -4.001 1.687 0.121 -0.050
C -5.098 2.476 0.012 0.047
C -6.381 1.913 -0.198 -0.177
C -6.533 0.544 -0.278 0.050
C -5.433 -0.270 -0.108 -0.071
C -4.079 0.228 0.088 -0.305
O -3.070 -0.489 0.196 -0.018
N -5.698 -1.692 -0.155 -0.351
O -5.031 -2.445 0.535 0.046
O -6.603 -2.094 -0.885 0.015
N -7.528 2.750 -0.327 -0.383
O -7.378 3.969 -0.267 0.013
O -8.634 2.235 -0.500 0.000
H -5.000 3.551 0.075 0.124
H -7.506 0.110 -0.449 0.120
Br 3.040 3.305 -2.765 0.735
C 2.245 4.042 -1.197 -0.745
C 2.955 5.016 -0.506 -0.134
C 2.345 5.561 0.611 -0.094
C 1.079 5.124 0.972 -0.066
C 0.466 4.140 0.207 -0.112
N 1.061 3.599 -0.863 0.075
H 3.938 5.322 -0.835 0.087
H 2.855 6.323 1.189 0.097
H 0.564 5.524 1.835 0.104
H -0.519 3.748 0.459 0.083
```

***

(2)
Density functional theory data (ωB97M-V/def2-TZVPD) for a molecular structure, C34H29CsN3O7PS3Se at a distorted geometry.

Values from the calculation:
Total charge: -2
HOMO-LUMO gap (eV): 6.761
ΔE to the lowest compared entry with this formula, charge and spin (kJ/mol): 218.6
HOMO level (eV): -2.99
LUMO level (eV): 3.771

Structure (XYZ):
```
79
Properties=species:S:1:pos:R:3:lowdin_charge:R:1
Cs 1.872 -0.045 0.196 1.302
O 5.503 0.671 -0.017 0.025
C 6.387 -0.141 -0.163 -0.253
C 6.273 -1.585 -0.182 -0.124
C 7.419 -2.348 -0.265 0.033
C 7.373 -3.742 -0.288 -0.205
C 6.111 -4.390 -0.287 -0.015
C 4.971 -3.668 -0.210 -0.001
C 4.960 -2.222 -0.103 -0.385
O 3.905 -1.591 0.044 -0.323
N 8.546 -4.489 -0.304 -0.392
O 8.477 -5.723 -0.308 -0.001
O 9.633 -3.902 -0.305 -0.004
H 7.437 0.214 -0.307 0.115
H 8.390 -1.869 -0.300 0.115
H 6.093 -5.470 -0.349 0.108
H 4.000 -4.140 -0.211 0.106
C 2.243 4.928 2.420 -0.035
N 1.814 5.410 1.136 -0.069
C 2.431 5.140 -0.035 -0.845
Se 4.172 4.775 -0.264 0.588
N 1.590 5.448 -1.053 0.099
C 0.381 5.834 -0.533 -0.205
C -0.812 6.200 -1.125 -0.019
C -1.828 6.629 -0.288 -0.108
C -1.654 6.694 1.090 -0.103
C -0.471 6.302 1.691 -0.023
C 0.540 5.850 0.863 -0.197
H 3.218 4.455 2.309 0.048
H 1.508 4.188 2.752 0.083
H 2.308 5.747 3.141 0.090
H 1.747 5.099 -1.983 0.149
H -0.948 6.138 -2.193 0.106
H -2.779 6.913 -0.715 0.091
H -2.469 7.044 1.706 0.091
H -0.351 6.314 2.762 0.111
C -5.883 1.036 -0.798 -0.059
C -4.518 1.569 -0.472 -0.305
C -4.201 1.889 0.842 -0.064
C -2.912 2.246 1.190 -0.087
C -1.929 2.281 0.222 -0.297
C -2.236 2.021 -1.097 -0.070
C -3.531 1.671 -1.441 -0.065
S -0.232 2.527 0.772 0.422
O 0.245 1.244 1.268 -0.797
O -0.305 3.533 1.826 -0.337
O 0.520 2.966 -0.404 -0.356
H -6.663 1.580 -0.269 0.069
H -5.927 -0.004 -0.478 0.079
H -6.076 1.070 -1.867 0.067
H -4.966 1.810 1.602 0.108
H -2.635 2.477 2.208 0.115
H -1.449 2.072 -1.837 0.114
H -3.766 1.418 -2.466 0.106
S -2.134 -1.011 0.649 0.336
P -1.318 -2.646 -0.086 -0.015
S 0.594 -2.877 -0.522 0.107
C -1.867 -3.943 1.102 -0.383
C -3.230 -4.146 1.288 -0.115
C -3.679 -4.914 2.345 -0.106
C -2.767 -5.473 3.229 -0.120
C -1.408 -5.267 3.051 -0.102
C -0.958 -4.494 1.994 -0.108
C -2.214 -3.132 -1.620 -0.384
C -1.877 -4.304 -2.287 -0.110
C -2.518 -4.626 -3.467 -0.104
C -3.489 -3.779 -3.983 -0.118
C -3.806 -2.600 -3.330 -0.102
C -3.161 -2.273 -2.152 -0.117
H -3.925 -3.670 0.608 0.098
H -4.743 -5.053 2.503 0.091
H -3.119 -6.061 4.067 0.087
H -0.701 -5.685 3.757 0.094
H 0.097 -4.305 1.836 0.070
H -1.108 -4.941 -1.869 0.090
H -2.257 -5.538 -3.989 0.092
H -3.997 -4.041 -4.902 0.087
H -4.554 -1.929 -3.734 0.091
H -3.387 -1.365 -1.607 0.042
```

***

(3)
Density functional theory data (ωB97M-V/def2-TZVPD) for a molecular structure, C34H29F3GeIrN3S3 at a distorted geometry.

Values from the calculation:
Total charge: -1
HOMO-LUMO gap (alpha / beta) (eV): 4.970 / 4.965
ΔE to the lowest compared entry with this formula, charge and spin (kJ/mol): 104.3
HOMO level (alpha / beta) (eV): -3.10 / -3.10
LUMO level (alpha / beta) (eV): 1.868 / 1.868
⟨S²⟩: 0.76
Multiplicity: 2

Structure (XYZ):
```
74
Properties=species:S:1:pos:R:3:mulliken_spin:R:1
Ir -0.072 -0.215 -0.080 0.230
C 2.209 -0.126 4.307 -0.001
C 1.839 -0.233 2.840 0.000
S 0.128 -0.232 2.533 -0.004
C 2.768 -0.336 1.874 0.001
C 4.247 -0.345 2.160 -0.001
S 2.377 -0.489 0.188 0.004
H 1.300 -0.034 4.901 0.000
H 2.835 0.750 4.493 0.000
H 2.749 -1.015 4.644 0.000
H 4.464 -0.352 3.227 0.000
H 4.717 0.535 1.710 0.000
H 4.704 -1.222 1.696 0.000
N 0.113 1.653 -3.892 0.000
C 0.023 0.440 -4.540 0.003
C -0.076 0.098 -5.879 0.000
C -0.126 -1.253 -6.183 0.000
C -0.088 -2.224 -5.175 0.014
C -0.005 -1.881 -3.838 0.077
C 0.054 -0.527 -3.521 -0.084
N 0.145 0.105 -2.305 -0.013
C 0.168 1.401 -2.551 0.002
C 0.209 2.391 -1.510 -0.014
C 0.254 3.752 -1.616 0.000
S 0.176 4.460 -0.046 0.000
C 0.118 2.882 0.644 0.004
N 0.158 1.931 -0.223 0.005
H 0.052 2.564 -4.309 0.000
H -0.116 0.849 -6.658 0.000
H -0.195 -1.559 -7.218 0.000
H -0.123 -3.271 -5.444 0.001
H 0.021 -2.628 -3.057 -0.009
H 0.292 4.362 -2.502 0.000
H 0.050 2.722 1.711 0.000
C -0.532 -2.136 -0.339 0.657
Ge -0.094 -3.936 0.098 0.052
C 1.224 -4.445 1.465 0.029
C 1.483 -5.809 1.605 0.003
C 2.426 -6.267 2.515 0.000
C 3.135 -5.356 3.288 0.000
C 2.893 -3.997 3.147 0.000
C 1.939 -3.543 2.246 -0.036
C 0.586 -4.808 -1.560 -0.012
C 1.848 -4.452 -2.039 0.010
C 2.302 -4.915 -3.265 0.010
C 1.495 -5.742 -4.038 0.002
C 0.247 -6.122 -3.567 0.000
C -0.202 -5.658 -2.334 0.021
C -1.822 -4.825 0.503 0.011
C -2.060 -5.552 1.666 0.002
C -3.336 -6.006 1.976 -0.001
C -4.400 -5.727 1.131 0.004
C -4.179 -5.014 -0.040 0.000
C -2.900 -4.574 -0.349 -0.008
H -1.366 -2.195 -1.050 0.031
H 0.940 -6.517 0.986 -0.001
H 2.610 -7.331 2.613 0.000
H 3.877 -5.711 3.993 0.000
H 3.455 -3.286 3.742 0.000
H 1.750 -2.481 2.146 0.020
H 2.473 -3.791 -1.446 -0.011
H 3.276 -4.616 -3.634 0.000
H 1.840 -6.090 -5.005 0.000
H -0.385 -6.768 -4.166 0.000
H -1.177 -5.962 -1.970 0.003
H -1.240 -5.757 2.345 0.001
H -3.506 -6.558 2.893 0.000
H -5.400 -6.055 1.389 0.000
H -5.007 -4.775 -0.696 0.000
H -2.742 -4.010 -1.261 0.004
F -3.058 -0.842 0.086 -0.003
C -2.133 0.150 0.209 -0.010
F -2.487 0.803 1.352 0.000
F -2.533 1.056 -0.804 0.001
```

***

> Which of these has the highest total charge?

C34H29F3GeIrN3S3